# C60H55F4N8OPtS

A structure of composition C60H55F4N8OPtS (ωB97M-V/def2-TZVPD, the OMol25 dataset).

Results
spin multiplicity: 1
HOMO level: -0.11500 Ha
ΔE to the lowest compared entry with this formula, charge and spin: 0.0 kcal per mole
net charge: -1

Last column: Löwdin charge in e.
CARTESIAN COORDINATES (ANGSTROEM)
Pt  -0.7868  0.1837  -0.0179  1.0009
S  -1.1934  1.9837  -1.3410  0.7283
F  1.0663  -0.0104  -3.1944  0.0620
F  0.6268  -2.0567  -4.7477  0.0833
F  5.7242  -0.5455  -3.7550  0.0909
F  5.3072  -2.5915  -5.3245  0.0844
O  -0.7125  -1.1003  -1.5381  -0.2035
N  -1.2778  2.2225  -3.9459  -0.1147
N  1.9934  0.9365  -0.4230  0.1199
N  5.4904  2.6267  -2.4114  0.0841
N  -0.4180  -1.3672  1.2979  0.0373
N  0.5198  -5.0026  -5.8008  0.1325
N  -1.6603  0.0922  -3.3017  0.1277
N  4.4199  -4.6733  -7.5297  0.0887
N  -0.8897  1.1885  1.7251  -0.0178
C  -3.5588  -3.9796  2.4631  -0.0650
C  -1.2788  2.5650  1.9187  -0.1802
C  -4.3461  1.9642  0.4288  -0.0662
C  -0.3349  -0.9597  2.5146  -0.1390
C  -3.7297  0.5107  2.3607  -0.0647
C  -0.2897  1.2697  -6.0188  -0.0485
C  1.4867  -4.3662  -5.8480  -0.2409
C  2.9434  -2.4760  -5.1169  -0.0729
C  -2.6403  2.8845  2.0297  -0.1283
C  1.8401  4.0427  0.7264  -0.0588
C  3.6078  0.8814  -2.4012  -0.2241
C  0.2745  -3.1080  5.6280  -0.0462
C  -0.2666  3.5308  1.9911  -0.1447
C  0.1393  -2.8793  4.2346  0.0251
C  -0.8801  3.6128  -3.7515  -0.2464
C  -1.4370  -3.5733  1.1291  -0.1406
C  -2.9526  4.2238  2.2560  -0.0421
C  2.7461  0.8942  -1.3081  -0.2322
C  -2.1377  -4.7285  -4.5383  -0.1084
C  3.4201  -0.1679  -3.3953  -0.1001
C  -1.3660  1.3478  -2.9416  -0.6439
C  0.9695  -4.5973  0.1354  -0.0231
C  -2.7664  -3.5779  -4.9934  -0.0775
C  -1.3286  -0.9935  -2.6498  -0.4323
C  0.9040  -3.2459  0.4663  -0.1418
C  -1.2751  -4.6666  -3.4533  -0.0931
C  -3.8433  1.9544  1.8767  -0.3525
C  -1.0391  -3.4565  -2.8234  -0.0196
C  2.8792  -2.6353  -0.9774  -0.0348
C  -0.5329  0.7018  4.2001  -0.0706
C  -3.5888  -2.5697  0.3706  -0.0439
C  -2.0607  4.5276  -3.4560  -0.0795
C  3.6698  -4.2021  -6.7849  -0.2802
C  -0.5893  0.4692  2.7531  -0.1415
C  4.4479  -0.8771  -4.0170  -0.1661
C  -0.5905  1.5896  6.4187  -0.0466
C  4.2234  -1.9635  -4.8366  -0.1561
C  -0.7071  1.7846  5.0190  0.0114
C  -1.5333  1.8112  -5.3317  -0.1952
C  -0.3034  -2.7655  0.9754  -0.1594
C  -2.5123  -2.3604  -4.3831  -0.0292
C  1.2016  3.1968  1.8290  -0.3785
C  -1.6465  -2.2957  -3.2961  -0.1588
C  1.9167  -1.7330  -4.5153  -0.1638
C  -1.9758  5.1961  2.3641  -0.0641
C  2.1486  -0.6418  -3.7120  -0.1732
C  -0.6451  4.8482  2.2292  -0.0298
C  0.1411  -2.1047  6.5544  -0.0076
C  1.9528  3.3674  3.1516  -0.0451
C  -1.3232  -4.9112  0.7696  -0.0284
C  2.1072  -2.3482  0.3054  -0.3673
C  -0.1374  -0.7750  6.1417  -0.1457
C  -2.7678  -3.0106  1.5862  -0.3711
C  4.6573  1.8219  -2.4116  -0.2733
C  3.0215  -2.4577  1.5292  -0.0393
C  -0.1261  -1.6044  3.8152  -0.0659
C  -0.1308  -5.4222  0.2828  -0.0605
C  -0.3153  0.3635  6.9703  -0.0066
C  2.7008  -3.6482  -5.9177  -0.2225
C  -0.2545  -0.5662  4.7716  -0.0668
H  -2.5774  -2.1245  2.1922  0.1010
H  2.9957  3.0737  3.0248  0.0863
H  1.3323  3.8787  -0.2244  0.0690
H  -2.3190  1.0604  -5.3238  0.1065
H  -0.5073  1.0502  -7.0650  0.0797
H  -2.2546  6.2267  2.5448  0.1040
H  -0.3588  -3.3970  -1.9837  0.0980
H  1.2970  2.1623  1.5088  0.0803
H  -3.8145  -3.4262  -0.2694  0.0927
H  3.8868  -1.8044  1.4072  0.0859
H  -3.0385  -1.8437  -0.2292  0.0581
H  -1.9123  2.6971  -5.8461  0.1140
H  -0.7578  -5.5566  -3.1197  0.1009
H  0.0421  0.3519  -5.5347  0.0599
H  -0.2344  0.2597  8.0457  0.1151
H  -4.4286  -3.4708  2.8831  0.0783
H  -2.1837  -5.5617  0.8584  0.1095
H  -4.5306  -2.1144  0.6870  0.0767
H  -3.9275  -4.8338  1.8925  0.0735
H  -0.0655  -6.4659  0.0018  0.1080
H  3.3820  -3.6049  -0.9472  0.0826
H  -0.7237  2.4434  7.0702  0.1074
H  3.6435  -1.8729  -1.1205  0.0858
H  -2.5624  4.2228  -2.5377  0.0496
H  -3.3088  0.4366  3.3637  0.0821
H  1.8909  -4.9967  -0.2676  0.1173
H  -4.6187  2.4224  2.4915  0.1258
H  3.3803  -3.4831  1.6551  0.0834
H  -2.2961  -5.6701  -5.0480  0.0985
H  0.4908  -4.1131  5.9657  0.1079
H  -4.7303  0.0730  2.3895  0.0876
H  -2.9665  -1.4498  -4.7488  0.1011
H  -3.4305  -3.6247  -5.8470  0.0976
H  -3.1358  -0.0873  1.6707  0.0348
H  -3.9972  4.5005  2.3472  0.1156
H  0.1207  5.6098  2.3030  0.1128
H  -1.7159  5.5551  -3.3325  0.0763
H  1.8116  5.1086  0.9670  0.0720
H  -2.7856  4.5051  -4.2718  0.0720
H  1.7613  -1.3165  0.2474  0.0773
H  1.5203  2.7546  3.9461  0.0577
H  -0.3780  3.9224  -4.6691  0.1208
H  2.5040  -2.1670  2.4473  0.0625
H  -0.9208  2.7682  4.6210  0.1164
H  -2.9522  -4.3567  3.2887  0.0795
H  -0.1416  3.6586  -2.9517  0.0873
H  -4.4604  2.9820  0.0532  0.0800
H  1.9349  4.4095  3.4832  0.0794
H  0.2480  -2.3249  7.6098  0.1150
H  2.8824  3.7519  0.5933  0.0852
H  0.2462  -3.6964  3.5330  0.1207
H  -5.3137  1.4608  0.3690  0.0819
H  2.2231  -2.6168  -1.8494  0.0842
H  0.5284  1.9914  -5.9838  0.0807
H  -3.6449  1.4416  -0.2250  0.0273

Forces on atoms 1 to 2 (eV/Å):
-0.01 -0.09 -0.38
0.06 -0.03 0.14